{"formula": "C18H36O8S", "method": "ωB97M-V with the def2-TZVPD basis set", "e_homo_ev": -8.84, "largest_force_ev_per_a": 1.1, "energy_ha": -1707.510827, "total_charge": 0, "gap_ha": 0.348, "e_above_lowest_kj_mol": 0.0, "symbols": ["C", "C", "C", "C", "C", "C", "C", "C", "C", "C", "O", "S", "O", "O", "O", "H", "H", "H", "H", "H", "H", "H", "H", "H", "H", "H", "H", "C", "C", "O", "H", "H", "H", "H", "H", "H", "C", "C", "O", "H", "H", "H", "H", "H", "H", "C", "C", "O", "H", "H", "H", "H", "H", "H", "C", "C", "O", "H", "H", "H", "H", "H", "H"], "xyz": [[0.202, 1.453, 0.647], [1.456, 0.735, 0.240], [1.346, -0.295, -0.699], [2.472, -0.979, -1.126], [3.720, -0.645, -0.618], [3.849, 0.372, 0.316], [2.720, 1.066, 0.741], [2.921, 2.178, 1.751], [2.721, 3.564, 1.148], [3.391, 4.719, 1.846], [3.376, 5.768, 0.844], [3.321, 5.132, -0.624], [2.058, 5.370, -1.223], [4.511, 5.486, -1.303], [3.378, 3.604, -0.149], [-0.663, 0.930, 0.268], [0.169, 2.440, 0.190], [0.145, 1.588, 1.724], [0.366, -0.520, -1.084], [2.378, -1.769, -1.852], [4.591, -1.177, -0.968], [4.819, 0.639, 0.701], [3.919, 2.087, 2.168], [2.213, 2.055, 2.567], [1.662, 3.780, 1.072], [2.757, 5.062, 2.656], [4.409, 4.548, 2.169], [8.726, -1.991, -1.197], [7.901, -1.089, -0.297], [7.403, -1.790, 0.840], [8.130, -2.841, -1.529], [9.085, -1.450, -2.074], [9.591, -2.385, -0.659], [7.031, -0.711, -0.832], [8.494, -0.230, 0.034], [8.157, -2.123, 1.335], [-4.312, 0.799, -2.246], [-3.083, 0.835, -1.362], [-1.885, 0.596, -2.104], [-4.390, -0.168, -2.742], [-5.218, 0.960, -1.661], [-4.258, 1.566, -3.023], [-3.146, 0.057, -0.603], [-3.003, 1.804, -0.854], [-1.813, 1.286, -2.770], [-4.820, -4.243, -1.731], [-4.231, -2.929, -1.250], [-5.221, -2.085, -0.673], [-5.607, -4.059, -2.463], [-4.055, -4.873, -2.188], [-5.267, -4.791, -0.898], [-3.799, -2.378, -2.086], [-3.434, -3.113, -0.520], [-5.604, -2.553, 0.081], [-7.971, -1.423, 2.965], [-7.936, -2.533, 1.932], [-6.608, -3.019, 1.724], [-7.330, -0.598, 2.656], [-8.986, -1.047, 3.099], [-7.607, -1.781, 3.931], [-8.282, -2.169, 0.967], [-8.582, -3.363, 2.235], [-6.277, -3.359, 2.559]], "atomic_forces_ev_per_a": [[0.3, 0.2, -0.1], [0.1, -0.3, -0.2], [0.4, 0.3, 0.4], [0.0, 0.2, 0.1], [0.0, 0.0, -0.1], [-0.5, -0.2, -0.4], [0.1, 0.1, 0.2], [-0.2, 0.0, -0.3], [0.8, -0.8, 0.2], [-0.9, 0.6, 0.0], [-0.1, -0.2, 0.0], [0.2, -0.3, 0.1], [-0.3, 0.3, 0.1], [0.2, -0.2, -0.2], [-0.3, 0.5, -0.1], [-0.2, -0.2, 0.1], [0.0, 0.2, 0.0], [-0.2, -0.1, 0.2], [-0.2, -0.1, -0.2], [0.0, -0.1, -0.1], [0.1, -0.1, 0.0], [0.2, 0.0, 0.1], [0.2, 0.1, 0.1], [-0.1, 0.1, 0.2], [-0.2, 0.1, -0.5], [0.2, 0.2, 0.3], [0.2, -0.2, 0.0], [0.0, 0.0, 0.0], [0.2, -0.1, 0.1], [-0.1, 0.1, -0.1], [0.0, 0.0, 0.0], [0.0, 0.0, 0.0], [0.0, 0.1, 0.0], [0.0, 0.0, 0.0], [0.0, 0.1, -0.1], [0.0, 0.0, 0.0], [0.0, 0.0, -0.1], [0.0, 0.2, -0.2], [-0.1, -0.1, 0.1], [-0.1, 0.0, 0.0], [0.0, 0.0, 0.0], [0.0, 0.1, 0.1], [0.1, 0.0, 0.0], [-0.1, 0.0, 0.1], [0.1, 0.0, 0.0], [0.0, 0.0, 0.0], [-0.2, 0.0, 0.2], [0.1, 0.0, -0.2], [0.0, 0.0, 0.0], [0.0, 0.0, 0.0], [0.0, 0.0, 0.0], [0.0, 0.0, 0.0], [0.1, 0.0, -0.1], [-0.1, 0.1, 0.1], [0.1, 0.0, 0.0], [0.0, 0.0, 0.2], [0.0, 0.0, -0.1], [0.0, 0.0, 0.0], [0.0, 0.0, 0.0], [-0.1, 0.0, 0.0], [0.1, 0.0, -0.1], [-0.1, 0.0, 0.0], [0.1, 0.0, 0.0]]}



{"formula": "C18H37BO2PdS4", "method": "ωB97M-V with the def2-TZVPD basis set", "e_homo_ev": -13.77, "largest_force_ev_per_a": 1.3, "energy_ha": -2603.574333, "total_charge": 2, "gap_ha": 0.288, "e_above_lowest_kj_mol": 0.0, "symbols": ["Pd", "C", "C", "S", "C", "C", "S", "C", "C", "S", "C", "C", "S", "H", "H", "H", "H", "H", "H", "H", "H", "H", "H", "H", "H", "H", "H", "H", "H", "C", "C", "C", "O", "B", "O", "C", "C", "C", "H", "H", "H", "H", "H", "H", "H", "H", "H", "H", "H", "H", "C", "C", "C", "C", "H", "H", "H", "H", "H", "H", "H", "H", "H"], "xyz": [[-0.226, 1.364, 0.422], [-1.721, -1.063, 2.281], [-0.387, -1.798, 2.340], [0.999, -0.686, 1.980], [1.636, 0.121, 3.453], [0.733, 1.300, 3.844], [0.586, 2.536, 2.500], [-1.071, 3.237, 2.810], [-1.603, 3.984, 1.586], [-1.727, 3.100, -0.015], [-3.253, 2.118, 0.125], [-3.281, 0.915, 1.069], [-2.114, -0.423, 0.634], [-1.738, -0.240, 2.996], [-2.481, -1.783, 2.588], [-0.304, -2.599, 1.602], [-0.227, -2.236, 3.326], [2.640, 0.444, 3.172], [1.732, -0.581, 4.280], [1.188, 1.779, 4.711], [-0.260, 0.959, 4.132], [-0.994, 3.947, 3.634], [-1.737, 2.431, 3.112], [-0.962, 4.836, 1.358], [-2.592, 4.381, 1.819], [-3.432, 1.803, -0.901], [-4.059, 2.797, 0.407], [-4.285, 0.492, 1.041], [-3.077, 1.207, 2.098], [-1.942, -1.301, -3.228], [-1.359, 0.081, -3.469], [-2.006, 0.750, -4.659], [-1.675, 0.878, -2.252], [-0.571, 0.784, -1.481], [0.519, 0.200, -2.023], [0.204, 0.101, -3.476], [0.851, -1.152, -4.020], [0.784, 1.346, -4.121], [-3.012, -1.211, -3.043], [-1.481, -1.787, -2.366], [-1.801, -1.936, -4.102], [-3.090, 0.683, -4.575], [-1.710, 0.239, -5.577], [-1.726, 1.797, -4.737], [0.555, -2.039, -3.464], [1.935, -1.053, -3.970], [0.575, -1.290, -5.066], [0.326, 2.254, -3.725], [0.635, 1.327, -5.200], [1.854, 1.386, -3.925], [3.735, -2.511, 2.658], [2.984, -2.689, 1.342], [3.916, -3.113, 0.217], [2.273, -1.410, 0.897], [4.234, -3.436, 2.942], [3.075, -2.247, 3.486], [4.505, -1.740, 2.563], [2.218, -3.461, 1.483], [4.681, -2.355, 0.034], [3.376, -3.276, -0.717], [4.424, -4.041, 0.474], [1.762, -1.546, -0.060], [2.968, -0.576, 0.755]], "atomic_forces_ev_per_a": [[0.1, 0.1, -0.5], [-0.2, -0.1, 0.2], [0.5, -0.2, 0.2], [-0.3, 0.5, -1.2], [0.0, 0.0, 0.3], [0.1, 0.2, -0.1], [-0.1, -0.2, 0.2], [0.0, 0.1, 0.0], [0.0, 0.0, 0.0], [0.0, 0.0, 0.2], [0.0, 0.0, 0.0], [0.0, 0.0, 0.0], [0.0, -0.1, 0.1], [0.0, 0.0, 0.0], [0.0, 0.0, 0.0], [-0.1, 0.0, 0.0], [0.0, 0.0, 0.0], [0.0, 0.0, 0.0], [0.0, 0.0, 0.0], [0.0, 0.0, 0.0], [0.0, 0.0, 0.0], [0.0, 0.0, 0.0], [0.0, 0.0, 0.0], [0.0, 0.0, 0.0], [0.0, 0.0, 0.0], [0.0, 0.0, 0.0], [0.0, 0.0, 0.0], [0.0, 0.0, 0.0], [0.0, 0.0, 0.0], [0.0, 0.0, 0.0], [0.0, 0.0, 0.1], [0.0, 0.0, 0.0], [0.1, 0.0, -0.1], [0.0, 0.1, 0.4], [0.1, -0.1, -0.1], [0.0, 0.0, 0.0], [0.0, 0.0, 0.0], [0.0, 0.0, 0.0], [0.0, 0.0, 0.0], [0.0, 0.0, 0.0], [0.0, 0.0, 0.0], [0.0, 0.0, 0.0], [0.0, 0.0, 0.0], [0.0, 0.0, 0.0], [0.0, 0.0, 0.0], [0.0, 0.0, 0.0], [0.0, 0.0, 0.0], [0.0, 0.0, 0.0], [0.0, 0.0, 0.0], [0.0, 0.0, 0.0], [0.1, 0.0, -0.1], [-0.3, 0.1, 0.3], [0.0, 0.0, -0.2], [0.4, -0.5, 0.2], [0.0, 0.0, 0.0], [0.0, 0.0, 0.0], [0.0, 0.0, 0.0], [0.0, 0.0, -0.1], [0.0, 0.0, 0.0], [0.0, 0.0, 0.0], [0.0, 0.0, 0.0], [-0.2, 0.1, 0.1], [0.0, 0.0, 0.1]]}



{"formula": "C18H37Br2FN4O2P", "method": "ωB97M-V with the def2-TZVPD basis set", "e_homo_ev": -5.12, "largest_force_ev_per_a": 9.7, "energy_ha": -6666.489478, "total_charge": -1, "gap_ha": 0.276, "symbols": ["C", "C", "C", "O", "P", "F", "C", "C", "C", "C", "N", "C", "N", "N", "O", "C", "C", "Br", "C", "C", "Br", "H", "H", "H", "H", "H", "H", "H", "H", "H", "H", "H", "H", "H", "H", "H", "H", "H", "H", "H", "H", "H", "H", "C", "C", "N", "C", "C", "C", "C", "H", "H", "H", "H", "H", "H", "H", "H", "H", "H", "H", "H", "H", "H", "H"], "xyz": [[-0.891, 8.323, 1.890], [-0.646, 7.201, 1.043], [-0.389, 5.839, 0.106], [-1.295, 5.761, -1.086], [-1.200, 4.106, -1.711], [-0.649, 2.676, -2.535], [-3.063, 3.724, -1.707], [-3.504, 2.261, -2.288], [-3.481, 1.045, -1.150], [-2.054, 0.247, -1.057], [-1.495, -0.236, -2.376], [-0.055, -0.671, -2.032], [1.049, 0.126, -2.346], [0.231, -1.986, -1.277], [-1.256, 3.400, -0.080], [-0.671, 4.374, 0.859], [-1.120, 4.376, 2.435], [-0.355, 2.659, 3.227], [-2.738, 4.354, 2.701], [-3.607, 5.412, 1.800], [-3.533, 2.477, 2.621], [-1.327, 9.058, 2.721], [0.747, 5.999, -0.192], [-1.211, 4.756, -3.021], [0.234, 4.305, -1.463], [-3.615, 4.556, -2.357], [-3.449, 3.900, -0.592], [-4.656, 2.360, -2.587], [-2.966, 1.948, -3.300], [-3.842, 1.438, -0.110], [-4.290, 0.246, -1.502], [-1.193, 0.827, -0.506], [-2.257, -0.725, -0.397], [-1.977, -1.168, -2.549], [0.678, 0.962, -2.818], [0.004, -1.891, -0.263], [1.290, -2.082, -1.296], [0.450, 3.971, 0.937], [-0.679, 5.267, 3.054], [-2.890, 4.681, 3.839], [-4.602, 4.870, 1.455], [-3.083, 5.785, 0.822], [-3.934, 6.297, 2.513], [2.978, -5.644, -1.988], [3.894, -5.811, -0.779], [3.406, -5.145, 0.431], [4.412, -5.063, 1.494], [4.902, -6.373, 2.104], [2.058, -5.509, 0.875], [1.786, -6.979, 1.174], [2.781, -4.587, -2.195], [3.453, -6.076, -2.876], [2.021, -6.157, -1.850], [4.862, -5.376, -1.056], [4.067, -6.879, -0.611], [4.040, -4.417, 2.299], [5.285, -4.533, 1.093], [4.157, -6.810, 2.774], [5.797, -6.186, 2.706], [5.170, -7.114, 1.346], [1.345, -5.181, 0.109], [1.791, -4.915, 1.758], [2.191, -7.648, 0.408], [0.704, -7.152, 1.213], [2.188, -7.276, 2.144]], "atomic_forces_ev_per_a": [[1.0, -8.1, -5.2], [-2.5, 6.9, 5.9], [-1.3, 0.9, -0.7], [1.2, 0.9, 3.3], [1.6, 0.5, -1.3], [-1.0, 0.1, 0.8], [-1.8, 0.3, -0.3], [-1.4, -0.1, 0.2], [0.1, -0.3, -1.3], [-0.4, -0.3, 2.1], [1.7, -2.5, 1.6], [3.8, 2.8, -0.6], [-5.3, -3.8, 1.4], [0.7, 2.2, -0.8], [0.5, 2.5, 2.5], [3.9, -1.2, 0.1], [-1.5, -0.1, -1.0], [0.0, 1.3, -0.2], [0.2, 1.5, 1.2], [-0.9, -0.5, 0.0], [0.2, 1.4, -0.1], [1.4, -2.1, -2.5], [-2.4, -0.7, 0.5], [0.0, -0.4, 0.5], [-0.4, -0.4, -0.5], [1.3, -1.7, 1.1], [0.7, -0.7, -2.5], [2.3, -0.2, 0.7], [-0.8, 0.7, 2.5], [1.0, -0.7, -2.0], [1.7, 1.5, 0.7], [-2.0, -0.7, -1.2], [0.3, 2.0, -1.0], [0.6, 1.5, 0.1], [-0.1, -0.3, 0.1], [-0.1, 0.2, -1.2], [-1.8, 0.4, -0.1], [-2.1, 1.0, 0.2], [-0.7, -1.7, -1.5], [0.3, -1.0, -2.5], [2.1, 1.1, 0.8], [-0.8, -0.7, 2.0], [0.9, -1.7, -1.7], [-0.1, 0.0, 0.0], [-0.2, 0.2, 0.0], [0.2, 0.2, 0.3], [0.0, 0.2, -0.3], [0.1, -0.2, 0.3], [-0.1, 0.2, -0.3], [-0.2, -0.3, 0.1], [0.0, -0.2, 0.1], [0.0, 0.0, 0.1], [0.1, 0.1, 0.0], [-0.1, 0.0, 0.3], [0.1, -0.2, -0.1], [-0.2, -0.1, -0.2], [-0.1, -0.1, -0.1], [0.1, 0.0, -0.1], [-0.1, 0.0, -0.1], [-0.1, 0.1, 0.0], [0.2, 0.0, 0.0], [0.3, 0.0, -0.1], [0.0, 0.1, 0.1], [0.1, 0.0, 0.0], [0.0, -0.1, -0.1]]}